Model a:
Below is a 2-piece molecular cluster, C3H11N3 overall, with properties calculated with ωB97M-V/def2-TZVPD.

## Properties
E_HOMO: -0.2964 hartree
SMILES string: C=CN.NCN
2S+1: 1
Charge: 0

Geometry as XYZ:
```
17
C3H11N3, DFT ωB97M-V/def2-TZVPD
C 3.900 2.613 -1.077
C 2.969 3.362 -0.420
N 2.397 3.162 0.835
H 3.745 1.634 -0.991
H 4.944 3.051 -1.277
H 2.907 4.502 -0.566
H 2.522 2.153 1.135
H 1.467 3.642 1.027
N -2.898 -3.746 0.990
C -3.292 -2.728 -0.022
N -2.121 -1.848 -0.258
H -2.473 -4.416 0.472
H -2.107 -3.403 1.473
H -3.585 -3.265 -0.916
H -4.100 -2.220 0.525
H -2.099 -1.513 -1.249
H -2.178 -0.980 0.318
```

=====

Model b:
Below is C3H11N3 as an isolated structure, with properties calculated with ωB97M-V/def2-TZVPD.

## Properties
E_HOMO: -0.2494 hartree
2S+1: 1
Charge: 0

Geometry as XYZ:
```
17
C3H11N3, DFT ωB97M-V/def2-TZVPD
C -1.818 0.749 -0.116
N -0.947 0.425 1.016
H -1.475 0.327 1.884
H -0.022 1.095 1.080
H -2.308 1.711 0.047
H -2.562 -0.032 -0.285
H -1.216 0.845 -1.020
C 0.426 -1.594 -0.446
N 1.624 1.010 -0.711
C 0.650 -0.614 0.679
N 1.489 0.476 0.602
H 1.998 0.464 -1.486
H 2.286 1.783 -0.737
H 0.724 -1.108 1.656
H 0.281 -1.077 -1.393
H 1.309 -2.230 -0.534
H -0.438 -2.230 -0.236
```

=====

Model c:
Below is a 2-piece molecular cluster, C3H11N3 overall, with properties calculated with ωB97M-V/def2-TZVPD.

## Properties
E_HOMO: -0.3383 hartree
SMILES string: C=NC.NCN
2S+1: 1
Charge: 0

Geometry as XYZ:
```
17
C3H11N3, DFT ωB97M-V/def2-TZVPD
C 1.805 -0.086 1.502
N 1.708 -1.115 0.777
C 2.066 -0.930 -0.614
H 1.799 -0.199 2.580
H 2.142 0.872 1.094
H 2.562 -1.805 -1.026
H 1.243 -0.718 -1.303
H 2.790 -0.111 -0.724
N -1.410 -0.653 0.078
C -1.495 0.781 -0.192
N -2.669 1.296 -0.877
H -2.080 -0.816 0.809
H -0.458 -0.881 0.318
H -0.604 1.119 -0.725
H -1.395 1.352 0.755
H -3.457 0.736 -0.576
H -2.547 1.158 -1.877
```

=====

Result of the stability comparison: model b is the least stable of them.

=====

Model a:
Below is a 2-piece molecular cluster, C3H11N3 overall, with properties calculated with ωB97M-V/def2-TZVPD.

## Properties
E_HOMO: -0.3159 hartree
SMILES string: [H]/N=C/N.CCN
2S+1: 1
Charge: 0

Geometry as XYZ:
```
17
C3H11N3, DFT ωB97M-V/def2-TZVPD
H -0.072 -2.153 0.077
N -0.679 -2.293 -0.720
C -1.799 -1.708 -0.696
N -2.135 -0.805 -1.639
H -2.661 -1.825 -0.015
H -2.979 -0.262 -1.662
H -1.264 -0.441 -1.999
C 1.755 0.205 1.192
C 1.200 1.576 0.736
N 0.092 1.495 -0.246
H 2.340 0.367 2.102
H 2.402 -0.142 0.393
H 0.908 -0.362 1.579
H 2.066 2.184 0.480
H 0.707 2.091 1.568
H 0.607 1.377 -1.111
H -0.488 0.694 -0.040
```

=====

Model b:
Below is a 2-piece molecular cluster, C3H11N3 overall, with properties calculated with ωB97M-V/def2-TZVPD.

## Properties
E_HOMO (spin up / spin down): -0.2864 / -0.3080 hartree
2S+1: 1
Charge: 0

Geometry as XYZ:
```
17
C3H11N3, DFT ωB97M-V/def2-TZVPD
C -0.306 1.278 1.603
N 0.505 0.266 0.942
N 1.705 0.180 1.544
H 0.063 0.420 -0.686
H 2.256 -0.613 1.249
H 1.821 0.475 2.510
H 0.231 2.232 1.685
H -0.588 0.951 2.612
H -1.215 1.429 1.024
C -0.006 -1.009 -2.333
C -0.730 -0.342 -1.167
N -0.949 -1.170 -0.081
H -1.757 -0.846 0.452
H -1.568 0.295 -1.488
H 0.834 -1.598 -1.960
H 0.378 -0.265 -3.034
H -0.676 -1.683 -2.871
```

=====

Result of the stability comparison: model b is the least stable of them.

=====

Model a:
Below is a 2-piece molecular cluster, C3H11N3 overall, with properties calculated with ωB97M-V/def2-TZVPD.

## Properties
E_HOMO: -0.3487 hartree
SMILES string: [H]/N=N/N.CCC
2S+1: 1
Charge: 0

Geometry as XYZ:
```
17
C3H11N3, DFT ωB97M-V/def2-TZVPD
H -1.504 -3.805 -0.041
N -1.454 -2.977 0.558
N -0.179 -2.660 0.618
N -0.034 -1.418 1.053
H 0.721 -1.177 1.636
H -0.993 -0.918 1.226
C -0.278 2.247 -0.181
C -0.042 0.874 -0.940
C 1.379 0.279 -0.456
H 0.552 2.877 -0.018
H -0.963 2.899 -0.649
H -0.590 2.071 0.816
H -0.397 0.742 -1.998
H -0.883 0.291 -0.416
H 2.079 0.779 -1.177
H 1.338 0.568 0.611
H 1.245 -0.673 -0.643
```

=====

Model b:
Below is a 2-piece molecular cluster, C3H11N3 overall, with properties calculated with ωB97M-V/def2-TZVPD.

## Properties
E_HOMO: -0.2870 hartree
SMILES string: C=C(C)NN.N
2S+1: 1
Charge: 0

Geometry as XYZ:
```
17
C3H11N3, DFT ωB97M-V/def2-TZVPD
C -0.073 -0.168 -1.538
C -0.030 0.306 -0.267
C -0.415 1.752 -0.037
N 1.091 -0.108 0.712
N 1.943 -1.158 0.345
H 0.134 -1.205 -1.775
H -0.374 0.459 -2.369
H 0.316 2.426 -0.491
H -1.390 1.976 -0.484
H -0.445 1.978 1.034
H 1.569 0.678 1.157
H 1.421 -2.034 0.301
H 2.283 -0.995 -0.611
N -1.512 -1.020 1.040
H -1.757 -1.535 0.196
H -2.178 -0.291 1.286
H -0.583 -1.058 1.500
```

=====

Model c:
Below is a 2-piece molecular cluster, C3H11N3 overall, with properties calculated with ωB97M-V/def2-TZVPD.

## Properties
E_HOMO: -0.3298 hartree
SMILES string: [H]/N=C/N.CNC
2S+1: 1
Charge: 0

Geometry as XYZ:
```
17
C3H11N3, DFT ωB97M-V/def2-TZVPD
H -4.001 -0.822 3.178
N -3.036 -0.527 3.148
C -2.617 0.307 4.004
N -1.352 0.309 4.536
H -3.203 1.194 4.298
H -0.873 1.179 4.330
H -0.868 -0.483 4.110
C 0.750 0.194 -3.494
N 1.385 0.411 -2.171
C 2.392 -0.689 -2.059
H -0.208 0.706 -3.590
H 0.588 -0.869 -3.641
H 1.377 0.611 -4.292
H 1.852 1.289 -2.250
H 2.890 -0.758 -3.030
H 3.104 -0.474 -1.264
H 1.819 -1.578 -1.813
```

=====

Result of the stability comparison: model a is the least stable of them.

=====

Model a:
Below is C22H25B3BiF8N12S as an isolated structure, with properties calculated with ωB97M-V/def2-TZVPD.

## Properties
E_HOMO (spin up / spin down): -0.3504 / -0.3375 hartree
<S²>: 0.79
2S+1: 2
Charge: 0

Geometry as XYZ:
```
72
C22H25B3BiF8N12S, DFT ωB97M-V/def2-TZVPD
Bi 1.562 -0.379 0.504
C 3.554 3.734 0.526
C 3.477 2.382 0.841
N 2.239 1.933 0.646
N 1.505 2.981 0.190
C 2.283 4.073 0.107
B 0.028 2.684 -0.143
N -0.581 2.014 1.128
C -1.309 2.591 2.100
C -1.409 1.711 3.160
C -0.682 0.590 2.762
N -0.194 0.786 1.538
N 0.001 1.685 -1.346
C -0.361 1.956 -2.607
C -0.063 0.869 -3.406
C 0.509 -0.057 -2.549
N 0.543 0.442 -1.311
N -0.832 3.872 -0.506
C -2.180 3.817 -0.689
C -2.580 5.021 -1.204
C -1.384 5.763 -1.318
N -0.339 5.068 -0.907
H 4.421 4.371 0.571
H 4.250 1.708 1.180
H 1.872 4.999 -0.254
H -1.698 3.589 1.979
H -1.921 1.862 4.095
H -0.487 -0.339 3.278
H -0.790 2.911 -2.867
H -0.221 0.780 -4.467
H 0.908 -1.037 -2.748
H -2.748 2.930 -0.448
H -3.581 5.327 -1.461
H -1.253 6.771 -1.682
C -5.200 -1.559 2.231
C -4.069 -0.601 1.875
N -3.803 -0.579 0.438
C -2.706 -1.124 -0.159
S -2.646 -1.287 -1.857
N -1.705 -1.479 0.627
N -0.555 -1.929 0.136
C -0.354 -3.154 -0.165
C -1.411 -4.207 -0.033
C 0.997 -3.536 -0.644
C 1.330 -4.864 -0.833
C 2.607 -5.183 -1.264
C 3.507 -4.166 -1.513
C 3.099 -2.858 -1.316
N 1.871 -2.547 -0.892
H -5.292 -1.652 3.314
H -6.155 -1.201 1.842
H -5.008 -2.552 1.819
H -4.315 0.411 2.199
H -3.147 -0.890 2.372
H -4.578 -0.416 -0.182
H -2.369 -3.766 0.217
H -1.510 -4.770 -0.960
H -1.125 -4.899 0.764
H 0.615 -5.644 -0.617
H 2.891 -6.219 -1.395
H 4.512 -4.373 -1.851
H 3.759 -2.024 -1.517
F 3.043 -2.000 2.337
B 1.977 -2.816 2.805
F 0.781 -2.023 2.576
F 1.875 -3.968 2.014
F 2.099 -3.102 4.145
F 2.862 1.860 -2.314
B 3.708 0.750 -2.293
F 3.461 0.039 -1.001
F 3.379 -0.174 -3.290
F 5.040 1.100 -2.303
```

=====

Model b:
Below is C22H25B3BiF8N12S as an isolated structure, with properties calculated with ωB97M-V/def2-TZVPD.

## Properties
E_HOMO (spin up / spin down): -0.3426 / -0.3446 hartree
<S²>: 0.76
2S+1: 2
Charge: 0

Geometry as XYZ:
```
72
C22H25B3BiF8N12S, DFT ωB97M-V/def2-TZVPD
Bi 0.104 -0.037 0.305
C 1.589 -4.178 -0.308
C 0.634 -3.248 0.075
N 1.189 -2.042 0.135
N 2.480 -2.158 -0.188
C 2.746 -3.438 -0.473
B 3.452 -0.935 -0.148
N 3.042 0.009 -1.266
C 3.714 0.526 -2.306
C 2.858 1.352 -3.006
C 1.650 1.293 -2.316
N 1.781 0.475 -1.281
N 3.219 -0.222 1.200
C 4.121 0.113 2.137
C 3.458 0.717 3.183
C 2.120 0.720 2.806
N 2.002 0.158 1.611
N 4.885 -1.392 -0.196
C 5.433 -2.285 0.672
C 6.792 -2.273 0.492
C 6.996 -1.322 -0.520
N 5.854 -0.803 -0.915
H 1.467 -5.232 -0.440
H -0.398 -3.383 0.317
H 3.724 -3.757 -0.770
H 4.747 0.283 -2.458
H 3.079 1.922 -3.884
H 0.721 1.780 -2.523
H 5.167 -0.087 2.022
H 3.883 1.100 4.086
H 1.273 1.086 3.348
H 4.825 -2.837 1.361
H 7.528 -2.857 1.006
H 7.923 -1.000 -0.953
C -5.141 -0.405 3.508
C -3.994 0.528 3.868
N -2.714 -0.149 3.761
C -2.200 -0.523 2.605
S -0.606 -1.229 2.577
N -2.907 -0.424 1.505
N -2.476 -0.783 0.363
C -3.046 -1.013 -0.750
C -4.532 -0.961 -0.907
C -2.184 -1.340 -1.879
C -2.729 -1.597 -3.140
C -1.885 -1.925 -4.182
C -0.523 -2.012 -3.938
C -0.066 -1.701 -2.671
N -0.863 -1.380 -1.666
H -6.083 0.120 3.625
H -5.140 -1.277 4.156
H -5.052 -0.727 2.475
H -4.091 0.868 4.898
H -4.005 1.399 3.206
H -2.053 -0.030 4.516
H -4.987 -0.772 0.061
H -4.918 -1.892 -1.317
H -4.767 -0.140 -1.588
H -3.786 -1.483 -3.309
H -2.281 -2.075 -5.174
H 0.174 -2.277 -4.716
H 0.989 -1.708 -2.450
F -0.712 3.972 3.056
B -0.940 2.685 2.704
F -0.017 2.283 1.687
F -0.730 1.827 3.788
F -2.211 2.458 2.234
F -1.860 2.964 -3.257
B -1.918 1.645 -2.938
F -1.483 1.438 -1.607
F -3.200 1.131 -3.034
F -1.067 0.910 -3.760
```

=====

Result of the stability comparison: model b is the least stable of them.